(1)
{"formula": "H26O13", "method": "ωB97M-V/def2-TZVPD", "species": ["O", "H", "H", "O", "H", "H", "O", "H", "H", "O", "H", "H", "O", "H", "H", "O", "H", "H", "O", "H", "H", "O", "H", "H", "O", "H", "H", "O", "H", "H", "O", "H", "H", "O", "H", "H", "O", "H", "H"], "positions_angstrom": [[-7.82, -1.41, 8.08], [-8.25, -0.61, 8.42], [-7.94, -2.00, 8.80], [-7.64, 0.02, 12.24], [-8.49, 0.36, 12.57], [-7.92, -0.69, 11.64], [-4.97, 1.17, 12.74], [-5.59, 1.32, 13.43], [-5.19, 0.44, 12.18], [-9.17, 1.20, 8.36], [-8.41, 1.80, 8.64], [-9.63, 1.67, 7.65], [-4.43, -0.94, 10.60], [-3.48, -1.11, 10.79], [-4.44, -0.40, 9.77], [-7.82, 3.13, 6.75], [-7.37, 2.29, 6.49], [-7.17, 3.62, 7.25], [-3.86, 2.73, 10.56], [-3.04, 2.50, 11.00], [-4.45, 2.21, 11.16], [-5.64, 4.12, 9.07], [-5.94, 4.68, 9.79], [-4.90, 3.66, 9.47], [-3.93, 0.54, 8.27], [-4.56, 0.35, 7.57], [-4.09, 1.41, 8.55], [-6.81, -2.35, 10.67], [-6.40, -3.23, 10.57], [-6.00, -1.77, 10.65], [-6.82, 1.40, 9.47], [-6.24, 2.13, 9.69], [-6.86, 0.98, 10.39], [-6.09, 0.09, 6.69], [-5.73, -0.16, 5.78], [-6.48, -0.71, 7.03], [-10.40, 1.03, 10.91], [-10.78, 0.13, 10.76], [-10.21, 1.30, 10.00]], "spin_multiplicity": 1, "lumo_energy_ev": 0.2285, "de_lowest_kj_mol": 46.07, "charge": 0, "homo_lumo_gap_ha": 0.40823, "e_homo_ha": -0.3998, "energy_ha": -993.755685, "mol_weight_g_mol": 234.20}

***

(2)
{"formula": "H26O13", "method": "ωB97M-V/def2-TZVPD", "species": ["O", "H", "H", "O", "H", "H", "O", "H", "H", "O", "H", "H", "O", "H", "H", "O", "H", "H", "O", "H", "H", "O", "H", "H", "O", "H", "H", "O", "H", "H", "O", "H", "H", "O", "H", "H", "O", "H", "H"], "positions_angstrom": [[2.98, 2.62, 0.94], [3.04, 1.71, 0.63], [2.16, 2.65, 1.43], [-2.48, -2.02, 0.96], [-3.10, -2.30, 1.64], [-1.78, -2.68, 0.99], [-2.83, 0.31, -1.62], [-2.15, -0.35, -1.76], [-3.22, 0.43, -2.49], [2.60, -0.02, 0.01], [3.09, -0.73, 0.43], [2.64, -0.22, -0.92], [-1.59, 2.85, -1.19], [-1.93, 2.00, -1.47], [-1.94, 2.97, -0.30], [1.73, 2.11, -2.87], [1.56, 1.22, -2.59], [2.13, 2.02, -3.73], [-0.12, 0.46, 0.23], [0.83, 0.39, 0.19], [-0.44, -0.38, -0.11], [-1.44, -1.84, -2.40], [-0.54, -2.14, -2.24], [-1.65, -2.18, -3.27], [0.07, -2.90, 1.93], [0.60, -3.70, 1.88], [0.61, -2.23, 1.51], [0.37, 2.85, 2.08], [-0.14, 2.94, 2.88], [-0.27, 2.91, 1.37], [-2.34, 0.64, 1.80], [-1.61, 0.97, 1.27], [-2.53, -0.22, 1.43], [1.33, -0.12, 2.47], [2.13, 0.20, 2.05], [0.70, 0.59, 2.32], [0.81, -2.83, -1.11], [1.27, -3.60, -0.77], [1.48, -2.36, -1.61]], "spin_multiplicity": 2, "s2": 0.76, "lumo_energy_ev": [-3.7338, -10.1519], "de_lowest_kj_mol": 141.13, "charge": 1, "homo_lumo_gap_ha": [0.35460, 0.11798], "e_homo_ha": [-0.4918, -0.4911], "energy_ha": -993.309577, "mol_weight_g_mol": 234.20}

***

(3)
{"formula": "H27O13", "method": "ωB97M-V/def2-TZVPD", "species": ["O", "H", "H", "O", "H", "H", "O", "H", "O", "H", "H", "O", "H", "H", "O", "H", "H", "O", "H", "H", "O", "H", "H", "O", "H", "H", "O", "H", "H", "O", "H", "H", "O", "H", "H", "O", "H", "H", "H", "H"], "positions_angstrom": [[-0.21, 2.53, 3.20], [0.28, 2.80, 3.99], [-0.52, 3.44, 3.06], [-1.11, -1.73, 1.58], [-0.82, -2.34, 2.28], [-2.26, -1.62, 1.20], [1.07, -2.64, 2.65], [4.11, 0.67, -1.82], [-0.73, 3.81, -1.58], [-0.73, 2.90, -1.26], [-1.22, 3.88, -2.40], [-3.66, 0.57, -1.10], [-3.23, 1.34, -1.47], [-3.95, -0.29, -1.38], [-0.42, -0.48, 3.35], [0.26, 0.14, 3.66], [-1.13, 0.19, 3.55], [1.59, -1.31, -2.97], [2.03, -0.70, -2.36], [2.29, -1.89, -3.28], [3.28, 0.46, -2.26], [3.27, 0.70, -3.19], [-3.56, -0.40, 0.53], [0.75, -0.09, 0.45], [0.39, -0.43, -0.39], [1.70, -0.08, 0.30], [-0.88, -3.68, 0.12], [-0.03, -3.61, 0.58], [-0.75, -3.00, -0.55], [0.43, 1.04, -3.92], [-0.19, 0.59, -4.51], [1.02, 0.35, -3.59], [3.06, 2.67, -0.85], [2.92, 3.62, -0.68], [2.84, 2.31, 0.02], [-3.42, -1.23, 1.05], [-3.56, -1.00, 1.98], [-0.44, -1.08, 1.82], [0.91, -2.77, 3.60], [1.97, -3.02, 2.66]], "spin_multiplicity": 1, "lumo_energy_ev": -2.9445, "de_lowest_kj_mol": 333.86, "charge": 1, "homo_lumo_gap_ha": 0.37855, "e_homo_ha": -0.4868, "energy_ha": -993.981466, "mol_weight_g_mol": 235.20}

***

(4)
{"formula": "H27O14", "method": "ωB97M-V/def2-TZVPD", "species": ["O", "H", "O", "H", "H", "O", "H", "H", "O", "H", "H", "O", "H", "H", "O", "H", "H", "O", "H", "H", "O", "H", "H", "O", "H", "H", "O", "H", "H", "O", "H", "H", "O", "H", "H", "O", "H", "H", "O", "H", "H"], "positions_angstrom": [[0.62, -3.36, -0.20], [-3.25, 2.06, -1.15], [-3.48, -1.13, -3.33], [-3.18, 2.49, 2.49], [-0.29, 2.51, -2.20], [0.35, -1.10, 4.05], [0.00, 1.36, -1.35], [3.15, -2.38, -1.10], [3.48, -2.54, -1.97], [-3.03, 0.72, -0.36], [4.31, -2.97, -1.74], [-3.41, 1.12, -1.15], [1.42, -3.81, -0.50], [-3.20, -0.22, -3.28], [-2.34, 2.09, 2.73], [1.86, 2.38, 2.01], [-0.81, 1.22, -4.13], [2.72, 2.49, 1.59], [-1.81, -0.37, 0.54], [-2.20, 1.43, 1.99], [-0.03, 1.59, -2.30], [0.09, -1.99, 3.78], [2.37, 0.81, -3.32], [1.06, 0.51, 0.84], [0.07, 0.51, 1.12], [-0.11, -0.80, 3.23], [0.36, 2.45, 3.57], [0.66, 1.55, 3.78], [-0.47, 2.43, 4.04], [-1.24, 1.07, -4.97], [2.64, 1.68, 1.05], [-0.07, -4.03, -0.19], [-1.46, 0.19, 1.24], [1.33, -3.19, 1.48], [-2.16, 0.84, -4.90], [2.90, 0.91, -2.53], [1.28, -0.43, 0.79], [2.35, 1.13, -1.77], [1.45, -3.13, 2.45], [-4.33, -1.14, -2.89], [2.39, -2.94, 2.55]], "spin_multiplicity": 1, "lumo_energy_ev": 2.0894, "de_lowest_kj_mol": 256.87, "charge": -1, "homo_lumo_gap_ha": 0.29147, "e_homo_ha": -0.2147, "energy_ha": -1069.589206, "mol_weight_g_mol": 251.20}

***

Copy entry 1 word for word.
{"formula": "H26O13", "method": "ωB97M-V/def2-TZVPD", "species": ["O", "H", "H", "O", "H", "H", "O", "H", "H", "O", "H", "H", "O", "H", "H", "O", "H", "H", "O", "H", "H", "O", "H", "H", "O", "H", "H", "O", "H", "H", "O", "H", "H", "O", "H", "H", "O", "H", "H"], "positions_angstrom": [[-7.82, -1.41, 8.08], [-8.25, -0.61, 8.42], [-7.94, -2.00, 8.80], [-7.64, 0.02, 12.24], [-8.49, 0.36, 12.57], [-7.92, -0.69, 11.64], [-4.97, 1.17, 12.74], [-5.59, 1.32, 13.43], [-5.19, 0.44, 12.18], [-9.17, 1.20, 8.36], [-8.41, 1.80, 8.64], [-9.63, 1.67, 7.65], [-4.43, -0.94, 10.60], [-3.48, -1.11, 10.79], [-4.44, -0.40, 9.77], [-7.82, 3.13, 6.75], [-7.37, 2.29, 6.49], [-7.17, 3.62, 7.25], [-3.86, 2.73, 10.56], [-3.04, 2.50, 11.00], [-4.45, 2.21, 11.16], [-5.64, 4.12, 9.07], [-5.94, 4.68, 9.79], [-4.90, 3.66, 9.47], [-3.93, 0.54, 8.27], [-4.56, 0.35, 7.57], [-4.09, 1.41, 8.55], [-6.81, -2.35, 10.67], [-6.40, -3.23, 10.57], [-6.00, -1.77, 10.65], [-6.82, 1.40, 9.47], [-6.24, 2.13, 9.69], [-6.86, 0.98, 10.39], [-6.09, 0.09, 6.69], [-5.73, -0.16, 5.78], [-6.48, -0.71, 7.03], [-10.40, 1.03, 10.91], [-10.78, 0.13, 10.76], [-10.21, 1.30, 10.00]], "spin_multiplicity": 1, "lumo_energy_ev": 0.2285, "de_lowest_kj_mol": 46.07, "charge": 0, "homo_lumo_gap_ha": 0.40823, "e_homo_ha": -0.3998, "energy_ha": -993.755685, "mol_weight_g_mol": 234.20}